{
  "formula": "C4H4N2O",
  "method": "the ωB97M-V functional and the def2-TZVPD basis",
  "fmax_ha_per_bohr": 0.01875,
  "smiles": "O=c1ccnc[nH]1",
  "spin_multiplicity": 1,
  "total_charge": 0,
  "species": ["O", "C", "C", "C", "N", "C", "N", "H", "H", "H", "H"],
  "positions_angstrom": [[1.993, -1.413, 0.339], [1.035, -0.684, 0.187], [1.039, 0.752, -0.032], [-0.119, 1.393, -0.309], [-1.332, 0.771, -0.541], [-1.364, -0.475, -0.221], [-0.298, -1.167, 0.270], [1.985, 1.270, 0.078], [-0.149, 2.475, -0.377], [-2.272, -1.063, -0.358], [-0.519, -1.857, 0.966]]
}



{
  "formula": "C23H32BrMoN4OSi",
  "method": "the ωB97M-V functional and the def2-TZVPD basis",
  "fmax_ha_per_bohr": 0.01725,
  "s_squared": 2.339,
  "spin_multiplicity": 3,
  "total_charge": 3,
  "species": ["Mo", "C", "C", "C", "C", "C", "Br", "N", "C", "H", "H", "H", "H", "H", "H", "C", "C", "C", "C", "C", "C", "N", "N", "Si", "C", "C", "C", "H", "H", "H", "H", "H", "H", "H", "H", "H", "H", "H", "H", "H", "H", "H", "O", "C", "C", "C", "C", "C", "C", "C", "C", "N", "H", "H", "H", "H", "H", "H", "H", "H", "H", "H", "H"],
  "positions_angstrom": [[-0.462, -0.094, -0.067], [-1.298, -2.429, 5.280], [-0.437, -2.234, 4.068], [0.813, -2.838, 3.936], [1.590, -2.632, 2.801], [1.057, -1.819, 1.837], [1.985, -1.396, 0.210], [-0.132, -1.221, 1.910], [-0.863, -1.429, 3.018], [-0.782, -3.016, 6.037], [-2.219, -2.952, 5.020], [-1.571, -1.471, 5.722], [1.190, -3.474, 4.727], [2.565, -3.085, 2.684], [-1.821, -0.926, 3.062], [-0.912, -3.977, -0.082], [-0.860, -3.133, -1.312], [-0.706, -3.685, -2.582], [-0.666, -2.874, -3.709], [-0.815, -1.493, -3.598], [-0.998, -1.007, -2.324], [-0.994, -1.800, -1.218], [-1.125, 0.303, -1.857], [-2.061, 1.519, -2.985], [-3.043, 2.702, -1.947], [-0.665, 2.302, -3.926], [-3.249, 0.478, -3.971], [-1.658, -4.763, -0.203], [-1.168, -3.392, 0.799], [0.047, -4.474, 0.078], [-0.623, -4.759, -2.679], [-0.531, -3.322, -4.685], [-0.794, -0.843, -4.460], [-2.480, 3.483, -1.443], [-3.711, 2.206, -1.239], [-3.689, 3.208, -2.673], [0.229, 2.422, -3.312], [-0.970, 3.299, -4.254], [-0.390, 1.741, -4.820], [-3.402, -0.530, -3.584], [-2.950, 0.394, -5.018], [-4.223, 0.971, -3.960], [1.135, 1.584, -0.280], [1.163, 1.957, 1.107], [0.347, 3.197, 1.392], [-1.022, 3.143, 0.699], [-2.091, 2.217, 1.217], [-3.135, 2.714, 1.983], [-4.211, 1.908, 2.317], [-4.237, 0.594, 1.861], [-3.167, 0.136, 1.135], [-2.101, 0.915, 0.833], [1.678, 2.142, -0.854], [2.168, 1.984, 1.527], [0.669, 1.089, 1.554], [0.864, 4.078, 1.005], [0.284, 3.323, 2.474], [-0.854, 2.883, -0.347], [-1.440, 4.148, 0.691], [-3.113, 3.752, 2.286], [-5.031, 2.306, 2.901], [-5.074, -0.060, 2.062], [-3.140, -0.881, 0.760]]
}



{
  "formula": "C7H21BCaCl4F2MgNNaO7PV",
  "method": "the ωB97M-V functional and the def2-TZVPD basis",
  "fmax_ha_per_bohr": 0.09874,
  "spin_multiplicity": 1,
  "total_charge": 2,
  "species": ["C", "C", "F", "B", "P", "N", "O", "H", "H", "H", "H", "H", "H", "H", "H", "H", "Na", "Mg", "Cl", "C", "Cl", "Cl", "H", "H", "F", "Cl", "O", "V", "O", "Ca", "C", "O", "H", "H", "H", "H", "C", "O", "C", "O", "O", "C", "H", "H", "H", "H", "H", "H"],
  "positions_angstrom": [[2.415, 1.952, -0.512], [1.926, 2.381, -2.054], [1.570, 3.818, -2.169], [0.733, 1.334, -2.486], [-1.044, 1.894, -2.049], [-1.078, 3.221, -0.850], [-1.811, 0.539, -1.193], [3.522, 1.553, -0.628], [1.677, 1.132, -0.077], [2.419, 2.888, 0.203], [2.814, 2.206, -2.830], [0.837, 1.163, -3.663], [0.937, 0.264, -1.993], [-2.080, 3.289, -0.514], [-0.858, 4.109, -1.386], [-1.122, 0.015, -0.687], [-3.480, 2.026, -2.889], [2.620, 3.573, 1.570], [4.120, 0.240, 0.420], [6.884, 3.266, 3.759], [7.079, 4.453, 2.463], [5.828, 1.941, 3.254], [7.864, 2.860, 4.020], [6.445, 3.759, 4.630], [-3.980, 3.456, 0.075], [7.820, 5.644, 4.327], [-0.204, 0.025, 1.496], [-1.180, 0.740, 2.769], [-2.156, 1.455, 4.043], [5.120, -0.305, 4.590], [-3.264, -0.993, -6.631], [-1.904, -0.720, -6.918], [-3.323, -1.893, -6.014], [-3.698, -0.151, -6.086], [-3.808, -1.157, -7.564], [-1.883, 0.083, -7.466], [-3.461, -5.689, 4.603], [-3.637, -5.891, 3.202], [-2.975, -4.999, 2.423], [-2.275, -4.081, 2.820], [-3.228, -5.305, 1.125], [-2.592, -4.442, 0.184], [-4.034, -6.458, 5.129], [-2.407, -5.796, 4.880], [-3.845, -4.709, 4.903], [-1.503, -4.499, 0.284], [-2.940, -3.412, 0.307], [-2.863, -4.779, -0.820]]
}



{
  "formula": "C23H25N4OReS",
  "method": "the ωB97M-V functional and the def2-TZVPD basis",
  "fmax_ha_per_bohr": 0.05660,
  "s_squared": 0.857,
  "spin_multiplicity": 2,
  "total_charge": 1,
  "species": ["Re", "O", "N", "C", "C", "C", "C", "C", "S", "H", "H", "H", "H", "C", "C", "C", "C", "C", "C", "C", "C", "C", "C", "C", "C", "N", "H", "H", "H", "H", "H", "H", "H", "H", "H", "H", "H", "H", "H", "H", "H", "H", "H", "N", "C", "C", "C", "C", "N", "C", "C", "H", "H", "H", "H"],
  "positions_angstrom": [[1.008, -0.406, -0.229], [1.217, -1.104, 1.694], [2.345, -1.714, 2.088], [2.404, -2.095, 3.382], [3.515, -2.728, 3.863], [4.582, -2.974, 2.999], [4.495, -2.572, 1.686], [3.350, -1.924, 1.222], [3.163, -1.378, -0.412], [1.527, -1.858, 3.962], [3.546, -3.026, 4.902], [5.472, -3.474, 3.357], [5.298, -2.740, 0.982], [-0.740, 3.224, -0.656], [-1.060, 3.048, 0.835], [0.203, 3.002, 1.705], [-2.033, 1.903, 1.075], [-3.210, 2.199, 1.736], [-4.192, 1.240, 1.943], [-4.034, -0.034, 1.421], [-2.890, -0.404, 0.737], [-2.849, -1.819, 0.179], [-2.034, -2.758, 1.082], [-2.414, -1.927, -1.286], [-1.839, 0.557, 0.622], [-0.627, 0.179, 0.135], [-0.135, 4.121, -0.807], [-1.658, 3.333, -1.238], [-0.194, 2.366, -1.046], [-1.603, 3.943, 1.146], [0.841, 2.160, 1.454], [-0.056, 2.921, 2.762], [0.776, 3.922, 1.566], [-3.364, 3.210, 2.096], [-5.089, 1.496, 2.492], [-4.830, -0.762, 1.536], [-3.887, -2.156, 0.211], [-0.986, -2.458, 1.107], [-2.092, -3.783, 0.709], [-2.419, -2.746, 2.104], [-1.346, -1.767, -1.392], [-2.942, -1.204, -1.912], [-2.638, -2.929, -1.658], [2.052, 1.821, -7.235], [1.845, 1.487, -6.157], [1.593, 1.069, -4.802], [2.098, 1.801, -3.734], [1.849, 1.365, -2.452], [1.138, 0.250, -2.190], [0.638, -0.442, -3.228], [0.843, -0.069, -4.537], [2.674, 2.700, -3.900], [2.216, 1.911, -1.598], [0.052, -1.316, -2.982], [0.423, -0.659, -5.340]]
}



Number 1: calculated total energy -339.57584 hartree. Number 2: calculated total energy -4120.70537 hartree. Number 3: calculated total energy -5250.21999 hartree. Number 4: calculated total energy -1661.89966 hartree.